No. 1
C3H12N2O2P | ωB97M-V/def2-TZVPD

ORCA input file:
```
! RIJCOSX wB97M-V def2-TZVPD def2/J DEFGRID3
* xyz 1 1
H 0.444 -0.321 -2.312
O 0.235 -0.285 -1.330
N -2.114 0.345 -0.160
N 2.806 -0.632 1.002
H -3.855 -0.840 -0.644
O 0.535 0.513 0.951
H 3.011 -1.587 0.871
H -1.497 0.665 -0.893
H -2.789 1.231 1.446
H 2.998 -0.466 -1.085
H -2.039 -1.459 -1.003
P 1.038 0.945 -0.504
H 1.320 -0.157 1.303
H 3.454 -0.231 1.698
C -2.689 -0.973 -0.306
H -2.031 2.436 0.218
H 3.614 0.768 -0.220
C -2.373 1.376 0.529
H -2.806 -1.466 0.727
C 2.738 0.140 -0.287
*
```

Output
LUMO energy (eV): -4.46
Gap between HOMO and LUMO (eV): 8.1
M (Da): 139.1
Relative energy (zero: lowest compared OMol25 entry of this formula, charge and spin) (kcal per mole): 42.2
HOMO energy (eV): -12.59



No. 2
C4H8O2 | ωB97M-V/def2-TZVPD

ORCA input file:
```
! RIJCOSX wB97M-V def2-TZVPD def2/J DEFGRID3
* xyz 0 1
C -1.309 -0.676 0.342
O 0.724 -0.005 -0.576
O -3.114 0.745 0.383
H 0.616 -1.343 1.017
H 2.156 1.158 0.360
H -1.523 -1.404 -0.448
C 0.137 -0.442 0.616
C -1.956 0.665 0.067
H -1.376 1.601 -0.171
H -1.777 -1.061 1.262
C 2.064 0.344 -0.376
H 0.200 0.349 1.391
H 2.460 0.674 -1.336
H 2.639 -0.521 -0.013
*
```

Output
SMILES: COCCC=O
LUMO energy (eV): 0.96
Gap between HOMO and LUMO (eV): 10.6
M (Da): 88.1
Relative energy (zero: lowest compared OMol25 entry of this formula, charge and spin) (kcal per mole): 42.8
HOMO energy (eV): -9.63



No. 3
C8H10N3 | ωB97M-V/def2-TZVPD

ORCA input file:
```
! RIJCOSX wB97M-V def2-TZVPD def2/J DEFGRID3
* xyz 1 1
H -3.010 1.838 -0.226
C -0.078 0.704 0.029
H -0.023 2.616 0.145
H -4.391 0.704 -0.487
C 1.844 -0.706 -0.050
H 2.223 -2.663 -0.456
H 3.598 0.507 0.161
C -2.330 -0.043 -0.135
H -2.434 -2.018 -0.639
H -3.793 0.884 0.991
N -0.458 -1.577 -0.185
H -0.182 -2.493 0.051
N 0.578 1.782 0.183
C 2.549 0.571 0.137
H 2.545 2.635 0.547
H 3.616 -1.823 -0.016
N 2.617 -1.818 -0.081
C -3.444 0.874 -0.009
C -1.809 -1.219 -0.219
C 1.919 1.797 0.206
C 0.461 -0.553 0.054
*
```

Output
LUMO energy (eV): -3.67
Gap between HOMO and LUMO (eV): 8.3
M (Da): 148.2
Relative energy (zero: lowest compared OMol25 entry of this formula, charge and spin) (kcal per mole): 49.2
HOMO energy (eV): -12.00



No. 4
C5H12O2 | ωB97M-V/def2-TZVPD

ORCA input file:
```
! RIJCOSX wB97M-V def2-TZVPD def2/J DEFGRID3
* xyz 1 2
H -0.677 -2.149 0.052
O 1.605 2.188 -0.988
H 0.792 -0.262 1.082
H -0.272 0.894 0.375
H 0.390 0.045 -1.891
H 2.085 2.696 -0.328
H -3.034 0.547 0.574
C 0.165 -0.092 0.209
H 1.505 -1.140 -1.202
H -1.461 -0.910 2.367
C 1.035 -0.176 -1.028
O -2.452 0.402 1.343
C -0.973 -1.105 0.135
H 2.884 0.714 -1.684
H -1.594 -0.883 -0.739
H 2.565 0.738 0.069
H -2.792 -1.526 1.209
C -1.919 -0.871 1.382
C 2.148 0.888 -0.936
*
```

Output
LUMO energy (alpha / beta) (eV): -3.21 / -9.67
Gap between HOMO and LUMO (alpha / beta) (eV): 11.3 / 4.3
M (Da): 104.1
Expectation value of S²: 0.7551
Relative energy (zero: lowest compared OMol25 entry of this formula, charge and spin) (kcal per mole): 22.1
HOMO energy (alpha / beta) (eV): -14.49 / -13.95



No. 5
C34H45As3Br2CrN2O3S | ωB97M-V/def2-TZVPD

ORCA input file:
```
! RIJCOSX wB97M-V def2-TZVPD def2/J DEFGRID3
* xyz 1 2
C 4.021 -1.016 4.590
H -5.590 3.255 0.106
C 2.175 -0.998 3.030
C 3.086 -0.965 1.938
C -0.074 -1.224 -3.309
H 1.913 -1.074 6.420
H 1.931 -5.084 2.353
O 1.280 -3.430 1.370
As -0.427 3.839 -3.050
H 0.310 3.691 -5.512
H 3.051 2.172 -0.351
C -3.484 0.095 -0.479
C 4.453 -0.949 2.232
H -6.188 -4.246 -0.834
H 2.598 0.226 -3.368
H -5.601 1.436 1.776
H -1.475 2.392 1.302
H -2.025 -3.099 1.555
C 2.356 0.437 -2.316
H -1.073 -1.022 3.354
H 4.004 2.447 -2.688
H 1.792 -3.395 -2.232
H -0.025 5.354 -5.044
H 0.523 1.622 -3.732
H -1.912 -0.635 1.435
H 3.268 0.259 -1.731
O -0.047 -3.532 -0.456
H -0.461 3.761 0.815
C 0.422 5.239 -1.939
H 1.505 4.613 -4.583
C -4.995 2.370 -0.059
H 3.132 -2.505 -1.481
C -4.252 0.208 0.671
As 0.823 1.554 0.593
As 1.115 -0.999 -1.748
H 1.050 2.204 3.061
C 4.915 -0.987 3.539
H 2.895 2.505 -4.057
H 1.493 5.327 -2.102
C 2.625 -1.018 4.376
C 1.963 1.921 -2.187
C 2.996 2.719 -2.995
C 1.633 -1.038 5.378
H 0.331 -5.261 1.550
H -4.280 -0.596 1.394
C 0.443 4.425 -4.720
H -0.036 6.178 -2.249
S -2.283 -1.267 -0.613
H 2.880 3.788 -2.843
H -0.108 1.498 -2.087
C -5.006 1.350 0.879
H -2.878 1.014 -2.318
Br 4.703 -1.029 6.370
H 5.977 -0.983 3.732
Br 5.635 -0.865 0.755
H 1.821 -5.272 0.577
C -5.285 -3.988 -0.306
H 1.773 3.447 2.009
C -4.230 2.249 -1.207
C -4.906 -4.718 0.808
H -0.529 -2.212 -3.205
C 0.310 -1.032 5.000
H -0.860 -0.471 -3.359
C 2.331 -2.447 -2.218
C 1.342 -4.860 1.466
C 1.662 2.369 2.170
O 2.597 -0.919 0.745
H -0.476 -1.061 5.738
C -3.738 -4.406 1.485
C -2.950 -3.352 1.053
H -5.518 -5.537 1.152
C 0.563 -2.893 0.379
C -0.032 -1.016 3.650
N 0.867 -0.990 2.671
H 0.518 -1.201 -4.230
H 2.649 1.934 2.343
H -3.440 -4.983 2.348
H 1.881 3.462 -0.667
H 2.762 -2.266 -3.210
C -4.506 -2.929 -0.743
Cr 0.685 -0.955 0.650
H -1.247 2.742 -0.416
C 2.042 2.380 -0.727
H 0.223 5.116 -0.878
H -4.796 -2.349 -1.604
C -0.756 2.742 0.558
C -3.468 1.111 -1.419
C -3.352 -2.617 -0.048
N -1.342 -0.895 0.634
C 0.551 2.096 -2.743
H -4.217 3.036 -1.943
*
```

Output
LUMO energy (alpha / beta) (eV): -3.25 / -3.05
Gap between HOMO and LUMO (alpha / beta) (eV): 6.9 / 7.1
M (Da): 998.4
Expectation value of S²: 0.7611
Relative energy (zero: lowest compared OMol25 entry of this formula, charge and spin) (kcal per mole): 10.1
HOMO energy (alpha / beta) (eV): -10.11 / -10.13



- The highest relative energy (zero: lowest compared OMol25 entry of this formula, charge and spin) belongs to which entry?
  C8H10N3



- Look up the relative energy (zero: lowest compared OMol25 entry of this formula, charge and spin) of the fifth one.
  10.1 kcal per mole